Density functional theory data (ωB97M-V with the def2-TZVPD basis set) for a molecular structure, C32H39BF4N3O2PSTl.

Structure (XYZ):
```
84
Properties=species:S:1:pos:R:3:forces:R:3
Tl 0.95344 0.13732 -0.88928 0.1 0.1 0.0
O 0.47992 -1.47914 3.29641 0.1 0.0 0.0
C 0.06414 -0.99521 2.22840 -0.1 0.1 0.0
O 0.32172 0.13707 1.74654 0.2 -0.1 0.0
C -0.85061 -1.88853 1.38965 0.1 0.0 -0.1
C -1.70927 -2.80938 2.03415 0.0 -0.1 0.0
C -2.53850 -3.57776 1.27600 0.0 0.0 0.0
C -2.51334 -3.45815 -0.13361 0.1 0.0 0.0
C -3.34586 -4.21248 -0.99246 0.0 0.0 0.0
C -3.28341 -4.03393 -2.34591 0.0 0.0 0.0
C -2.38683 -3.09534 -2.90236 0.0 0.0 0.0
C -1.56003 -2.36453 -2.09865 0.0 0.0 0.1
C -1.60611 -2.52986 -0.69492 -0.1 -0.1 0.0
N -0.79498 -1.76208 0.08798 -0.1 0.1 0.0
H -1.68069 -2.86851 3.11270 0.0 0.0 0.0
H -3.22635 -4.28061 1.73339 0.0 0.0 0.0
H -4.03984 -4.92221 -0.55638 0.0 0.0 0.0
H -3.92439 -4.61361 -2.99832 0.0 0.0 0.0
H -2.35254 -2.93715 -3.97235 0.0 0.0 0.0
H -0.87496 -1.64652 -2.52940 0.0 -0.1 0.0
C 4.69969 -4.15058 3.62662 0.0 0.1 -0.1
C 5.33662 -3.25917 2.56216 -0.1 -0.1 0.0
C 4.54546 -3.21783 1.25726 0.0 0.1 0.1
C 3.17276 -2.55917 1.39811 0.1 0.0 0.0
N 3.16340 -1.29684 2.12655 -0.1 0.0 -0.1
C 3.54734 -0.11478 1.59601 -0.2 -0.1 -0.2
S 4.35711 0.00970 0.13621 0.2 0.0 -0.1
N 3.14736 0.96085 2.32375 0.0 -0.1 0.1
C 3.21404 2.33135 1.84198 0.0 0.1 -0.1
C 4.61187 2.94645 1.84574 0.0 -0.1 0.1
C 5.35428 2.76760 3.16711 0.0 0.1 0.0
C 4.70288 3.50806 4.33375 0.0 -0.1 -0.1
H 5.35510 -4.26104 4.49238 0.0 0.0 0.0
H 4.49962 -5.14734 3.22497 0.0 0.0 0.0
H 3.75412 -3.73248 3.97693 0.0 0.0 0.0
H 6.34940 -3.60976 2.34713 0.0 0.0 0.0
H 5.42730 -2.24023 2.94531 0.1 0.0 0.0
H 4.37664 -4.23721 0.89416 0.0 0.0 0.0
H 5.12163 -2.68675 0.50150 0.0 0.0 0.0
H 2.51333 -3.21453 1.96812 -0.1 0.0 0.0
H 2.72733 -2.42723 0.40610 0.1 0.0 0.0
H 2.38159 -1.23884 2.77583 0.1 0.0 0.2
H 2.30818 0.76675 2.85708 0.0 0.0 0.1
H 2.57824 2.90595 2.51712 -0.1 0.0 0.0
H 2.78472 2.40883 0.83709 0.0 0.0 0.0
H 4.48937 4.01344 1.63118 0.0 0.0 0.0
H 5.19797 2.51031 1.03817 0.0 0.0 0.0
H 6.38116 3.11968 3.03946 0.0 0.0 0.0
H 5.41080 1.70093 3.39559 0.1 0.0 0.0
H 4.52553 4.55521 4.07477 0.0 0.0 0.0
H 5.33812 3.48342 5.22071 0.0 0.0 0.0
H 3.74423 3.05934 4.60142 0.0 0.0 0.0
F -0.50132 0.85248 -3.03723 0.0 0.0 0.0
B -0.49450 0.19854 -4.31871 0.0 0.0 0.0
F -0.02527 1.07406 -5.28687 0.0 0.0 0.0
F -1.80637 -0.22081 -4.59738 0.0 0.0 0.0
F 0.34758 -0.92785 -4.19671 0.0 0.0 0.0
C -2.91910 0.77416 0.44997 0.1 0.0 -0.1
P -1.57216 1.91010 -0.09914 -0.4 0.2 0.0
C -1.70885 3.14530 1.26010 0.1 0.0 0.0
C -2.80746 3.98818 1.42605 0.0 0.0 0.0
C -2.85275 4.88717 2.48050 0.0 0.0 0.0
C -1.80432 4.94799 3.39099 0.0 0.0 0.0
C -0.71718 4.09954 3.24764 0.0 0.0 0.0
C -0.67066 3.20396 2.18667 0.0 0.0 -0.1
C -2.40425 2.77573 -1.48795 0.1 0.0 0.0
C -3.11906 2.03913 -2.43050 0.0 0.0 0.0
C -3.64404 2.65035 -3.55828 0.0 0.0 0.0
C -3.46194 4.00982 -3.76261 0.0 0.0 0.0
C -2.73576 4.75109 -2.84143 0.0 0.0 0.0
C -2.20042 4.13566 -1.71966 0.0 0.0 0.0
H -3.86172 1.31316 0.54798 0.0 0.0 0.0
H -2.62851 0.35677 1.41404 0.0 0.0 0.0
H -3.03409 -0.04666 -0.25849 0.0 0.0 0.0
H -3.62828 3.94632 0.71996 0.0 0.0 0.0
H -3.70648 5.54440 2.59298 0.0 0.0 0.0
H -1.84018 5.65241 4.21306 0.0 0.0 0.0
H 0.09500 4.13567 3.96391 0.0 0.0 0.0
H 0.15953 2.51801 2.07650 0.0 0.0 0.0
H -3.22622 0.96796 -2.31622 0.0 0.0 0.0
H -4.16548 2.05138 -4.29342 0.0 0.0 0.0
H -3.86217 4.48403 -4.65010 0.0 0.0 0.0
H -2.57339 5.80954 -3.00530 0.0 0.0 0.0
H -1.61361 4.72071 -1.02158 0.0 0.0 0.0
```
Positions in Å, forces in eV/Å.

Properties
LUMO	2.23	eV
molar mass	851.91	g mol⁻¹
energy above the lowest of the compared OMol25 structures with the same formula, charge and spin	9.0	kJ/mol
net charge	-1
Kohn-Sham gap	7.81	eV

In elementary charge units, the Mulliken charges are:
1 Tl 1.07
2 O -0.83
3 C -0.43
4 O -0.27
5 C 0.65
6 C -0.66
7 C -1.04
8 C 1.62
9 C -0.77
10 C -0.56
11 C -0.47
12 C -0.30
13 C -0.63
14 N 0.52
15 H 0.54
16 H 0.39
17 H 0.37
18 H 0.38
19 H 0.52
20 H 0.02
21 C -1.17
22 C -0.24
23 C -0.78
24 C -0.83
25 N -0.01
26 C 0.08
27 S -0.30
28 N -0.04
29 C -0.54
30 C -0.74
31 C -0.28
32 C -1.18
33 H 0.38
34 H 0.27
35 H 0.26
36 H 0.39
37 H 0.12
38 H 0.46
39 H 0.28
40 H 0.57
41 H 0.08
42 H 0.33
43 H 0.36
44 H 0.33
45 H 0.04
46 H 0.45
47 H 0.27
48 H 0.39
49 H 0.15
50 H 0.27
51 H 0.38
52 H 0.26
53 F -0.26
54 B 0.56
55 F -0.38
56 F -0.44
57 F -0.42
58 C -1.41
59 P 0.88
60 C -0.31
61 C -0.10
62 C -0.72
63 C -0.55
64 C -0.37
65 C -0.06
66 C 0.63
67 C -0.57
68 C -0.41
69 C -0.53
70 C -0.60
71 C -0.66
72 H 0.60
73 H 0.41
74 H 0.29
75 H 0.40
76 H 0.39
77 H 0.36
78 H 0.46
79 H 0.03
80 H 0.09
81 H 0.39
82 H 0.35
83 H 0.37
84 H 0.44



Density functional theory data (ωB97M-V with the def2-TZVPD basis set) for 4 unconnected molecules or ions with the total composition C18H33FN3O3.

Structure (XYZ):
```
58
Properties=species:S:1:pos:R:3:forces:R:3
C -0.18129 -2.68401 1.25853 0.2 0.1 0.1
N 1.08393 -2.03943 1.65854 0.0 -0.4 -0.2
C 1.86041 -1.48031 0.61654 -0.2 -0.2 0.0
N 1.87547 0.02341 0.73322 -0.3 1.1 0.2
C 0.78695 0.67433 1.14832 0.6 0.6 -0.1
C 0.84223 2.08034 1.22113 0.6 -0.4 -0.2
F -0.22763 2.71786 1.65294 0.2 0.0 -0.1
C 2.00695 2.74069 0.85414 -0.7 -0.8 0.2
C 3.06896 1.92718 0.44301 -0.4 0.0 0.1
N 3.00526 0.60329 0.39035 0.0 0.1 -0.1
H -0.88164 -2.67555 2.08618 0.0 0.0 0.1
H -0.62410 -2.12120 0.44803 -0.1 0.1 -0.2
H -0.02816 -3.70346 0.91704 -0.1 -0.1 -0.1
H 1.64944 -2.69063 2.17980 0.0 0.1 0.3
H 2.90914 -1.75104 0.62588 0.1 0.0 0.1
H 1.45860 -1.69343 -0.37401 0.0 0.1 -0.1
H -0.08007 0.09698 1.42912 0.0 -0.1 0.1
H 2.09637 3.81474 0.89196 0.0 0.1 0.0
H 4.00541 2.36027 0.12542 0.2 -0.2 -0.1
C 6.52927 2.45601 -3.52662 0.0 0.0 0.0
C 5.83080 1.10989 -3.72022 0.0 0.0 0.0
C 5.50255 0.72509 -2.28483 0.0 0.0 0.0
O 5.27681 1.95814 -1.58643 -0.1 0.1 0.0
C 5.71932 3.06319 -2.39108 0.0 0.0 0.0
H 6.52882 3.08062 -4.41718 0.0 0.0 0.0
H 7.56413 2.30438 -3.21616 0.0 0.0 0.0
H 4.91563 1.23712 -4.30168 0.0 0.0 0.0
H 6.44926 0.36598 -4.21764 0.0 0.0 0.0
H 6.33614 0.19778 -1.81220 0.0 0.0 0.0
H 4.60820 0.10650 -2.19760 0.0 0.0 0.0
H 4.84438 3.60080 -2.77168 0.0 0.0 0.0
H 6.29879 3.74044 -1.76401 0.0 0.0 0.0
C -4.71787 1.18093 3.94737 0.0 0.0 0.0
C -4.08182 1.92014 2.76873 0.0 -0.1 0.0
C -2.81745 1.10020 2.55107 0.0 0.0 0.0
O -3.13108 -0.23699 2.92503 0.1 -0.1 -0.1
C -4.38673 -0.26904 3.61877 0.0 0.1 0.0
H -5.78771 1.35280 4.04278 0.0 0.0 0.0
H -4.23964 1.47771 4.88238 0.0 0.0 0.0
H -4.72809 1.86147 1.89095 0.0 0.0 0.0
H -3.87370 2.96941 2.96882 0.0 0.0 0.0
H -1.99922 1.46327 3.18513 0.0 0.0 0.0
H -2.48310 1.10379 1.50887 0.0 0.0 0.0
H -5.14365 -0.71270 2.96377 0.0 0.0 0.0
H -4.28046 -0.89874 4.50099 0.0 0.0 0.0
C -4.76851 -2.83654 -1.97527 0.0 0.0 0.0
C -4.10011 -1.47166 -1.79850 0.0 -0.1 -0.1
C -2.91501 -1.84042 -0.91858 0.1 0.1 -0.1
O -2.53907 -3.17144 -1.26722 0.0 0.1 0.0
C -3.56159 -3.76219 -2.08070 -0.1 0.0 0.0
H -5.41549 -2.89486 -2.84810 0.0 0.0 0.0
H -5.36155 -3.08391 -1.09289 0.0 0.0 0.0
H -3.75911 -1.09011 -2.76308 0.0 0.0 0.0
H -4.74344 -0.72108 -1.34146 0.0 0.0 0.0
H -3.18213 -1.80456 0.13987 0.0 0.0 0.1
H -2.05487 -1.18082 -1.08203 0.0 0.0 0.0
H -3.20187 -3.83172 -3.11183 0.0 0.0 0.0
H -3.75709 -4.76892 -1.71362 0.0 0.0 0.0
```
Positions in Å, forces in eV/Å.

Properties
LUMO	-4.42	eV
molar mass	358.48	g mol⁻¹
net charge	+1
Kohn-Sham gap	7.27	eV

In elementary charge units, the natural (NBO) charges are:
1 C -0.42
2 N -0.64
3 C -0.05
4 N -0.05
5 C 0.01
6 C 0.43
7 F -0.27
8 C -0.23
9 C 0.05
10 N -0.16
11 H 0.23
12 H 0.20
13 H 0.21
14 H 0.39
15 H 0.24
16 H 0.22
17 H 0.28
18 H 0.27
19 H 0.28
20 C -0.43
21 C -0.43
22 C -0.06
23 O -0.58
24 C -0.07
25 H 0.23
26 H 0.21
27 H 0.20
28 H 0.23
29 H 0.18
30 H 0.18
31 H 0.17
32 H 0.19
33 C -0.43
34 C -0.43
35 C -0.07
36 O -0.55
37 C -0.07
38 H 0.23
39 H 0.21
40 H 0.21
41 H 0.22
42 H 0.16
43 H 0.16
44 H 0.17
45 H 0.19
46 C -0.43
47 C -0.43
48 C -0.07
49 O -0.55
50 C -0.07
51 H 0.23
52 H 0.21
53 H 0.20
54 H 0.22
55 H 0.17
56 H 0.16
57 H 0.17
58 H 0.19



| no. | HOMO (eV) |
| --- | --- |
| 1 | -5.574 |
| 2 | -11.686 |